Record 1
Computed, not measured: a molecular structure, C31H36BiFN5O4P in a non-equilibrium geometry, with ωB97M-V with the def2-TZVPD basis set.

## Properties
* total energy: -2433.502498 hartree
* E_LUMO: -0.50 eV
* largest force on an atom: 1.2 eV/Å
* gap between HOMO and LUMO: 0.275 Ha
* energy relative to the best compared isomer or geometry (same formula, charge and spin): 19.7 kcal/mol

The geometry in XYZ format:
```
79
Properties=species:S:1:pos:R:3:lowdin_charge:R:1
Bi 0.33 -0.81 -0.05 1.918
O -0.29 -5.03 -0.69 0.088
C -0.38 -3.85 -0.43 -0.594
O 0.14 -2.86 -1.07 -0.213
C -1.21 -3.42 0.78 -0.171
C -1.79 -4.27 1.71 0.034
C -2.53 -3.70 2.74 -0.011
C -2.72 -2.32 2.79 0.025
C -2.10 -1.54 1.83 -0.194
N -1.37 -2.11 0.88 -0.033
C -2.17 -0.02 1.71 -0.636
O -2.97 0.58 2.41 0.077
O -1.35 0.48 0.86 -0.260
H -1.62 -5.33 1.62 0.127
H -2.97 -4.33 3.49 0.116
H -3.31 -1.84 3.56 0.127
C -2.80 1.33 -2.18 -0.054
C -2.86 -0.09 -2.76 -0.348
C -3.26 -1.08 -1.67 -0.045
C -1.64 -0.66 -3.49 -0.130
C -1.97 -1.43 -4.61 -0.043
C -1.01 -2.10 -5.34 -0.068
C 0.32 -1.96 -4.98 -0.038
C 0.72 -1.18 -3.90 -0.125
C 2.24 -1.06 -3.74 -0.348
C 2.82 -1.44 -2.38 -0.086
C 2.79 0.31 -4.16 -0.053
C -0.28 -0.55 -3.12 -0.212
N 0.09 0.21 -1.96 -0.136
C 0.41 1.55 -2.13 -0.271
C 0.29 2.20 -3.38 -0.048
C 0.63 3.53 -3.56 -0.081
C 1.10 4.29 -2.49 -0.091
C 1.24 3.68 -1.26 -0.017
C 0.91 2.35 -1.12 -0.221
F 1.14 1.78 0.11 -0.072
H -3.81 1.63 -1.92 0.085
H -2.41 2.04 -2.90 0.075
H -2.20 1.37 -1.27 0.053
H -3.66 -0.07 -3.50 0.123
H -2.47 -1.14 -0.92 0.031
H -3.41 -2.08 -2.08 0.089
H -4.18 -0.76 -1.17 0.090
H -3.01 -1.51 -4.91 0.113
H -1.29 -2.71 -6.18 0.105
H 1.07 -2.46 -5.57 0.111
H 2.65 -1.78 -4.45 0.120
H 2.73 -0.60 -1.67 0.039
H 3.88 -1.66 -2.47 0.084
H 2.32 -2.32 -1.97 0.057
H 2.51 1.08 -3.46 0.058
H 2.42 0.59 -5.15 0.087
H 3.88 0.26 -4.20 0.082
H -0.08 1.63 -4.22 0.121
H 0.53 3.97 -4.54 0.107
H 1.36 5.33 -2.63 0.101
H 1.61 4.22 -0.40 0.118
C 2.13 2.52 4.93 -0.192
N 2.71 1.18 4.86 -0.160
C 2.02 0.31 5.81 -0.196
N 0.57 0.29 5.63 -0.156
C 0.06 1.66 5.70 -0.185
N 0.69 2.55 4.73 -0.153
C 0.32 2.21 3.37 -0.305
P 0.88 0.50 2.84 0.969
C 2.63 0.65 3.51 -0.333
C 0.19 -0.35 4.39 -0.320
H 2.61 3.15 4.18 0.126
H 2.35 2.93 5.92 0.126
H 2.24 0.67 6.82 0.126
H 2.41 -0.70 5.70 0.125
H 0.26 2.04 6.70 0.127
H -1.01 1.65 5.52 0.131
H 0.76 2.94 2.68 0.085
H -0.77 2.25 3.26 0.088
H 3.19 1.30 2.83 0.084
H 3.10 -0.34 3.48 0.083
H 0.53 -1.39 4.40 0.088
H -0.90 -0.35 4.32 0.075
```


Record 2
Computed, not measured: a molecular structure, C31H36Br4Ge2O4S2Tc, with ωB97M-V with the def2-TZVPD basis set.

## Properties
* total energy: -16830.928702 hartree
* spin multiplicity: 4
* E_LUMO (spin up / spin down): -0.31 / -1.13 eV
* largest force on an atom: 1.0 eV/Å
* gap between HOMO and LUMO (spin up / spin down): 0.268 / 0.248 Ha
* energy relative to the best compared isomer or geometry (same formula, charge and spin): 0.0 kcal/mol

The geometry in XYZ format:
```
80
Properties=species:S:1:pos:R:3:lowdin_charge:R:1
Tc -1.45 0.55 -0.40 1.175
O -1.17 4.10 1.43 0.099
C -0.75 3.22 0.71 -0.585
O -0.93 1.94 0.98 -0.339
C 0.11 3.56 -0.48 -0.152
C 0.24 4.90 -0.80 0.000
C 1.04 5.32 -1.85 -0.055
C 1.75 4.39 -2.59 -0.066
C 1.64 3.04 -2.28 -0.107
C 0.83 2.62 -1.24 -0.476
S 0.77 0.84 -1.02 0.735
H -0.32 5.61 -0.20 0.124
H 1.11 6.38 -2.09 0.108
H 2.38 4.70 -3.41 0.108
H 2.19 2.30 -2.86 0.103
C 0.71 -3.50 -2.87 -0.164
C -0.18 -2.29 -2.56 -0.358
Ge -0.43 -1.90 -0.64 0.825
C -1.77 -3.12 0.16 -0.366
C -1.35 -4.59 0.17 -0.164
C 1.37 -2.28 0.10 -0.220
C 2.16 -1.40 0.73 -0.370
Ge 1.32 0.31 1.26 0.866
C -0.03 -0.21 2.60 -0.345
C 0.64 -0.92 3.78 -0.151
C 2.48 1.87 1.65 -0.315
C 3.38 1.78 2.88 -0.151
C 3.58 -1.72 1.04 -0.248
C 4.41 -2.18 0.02 -0.036
C 5.73 -2.52 0.28 -0.078
C 6.24 -2.40 1.56 -0.091
C 5.42 -1.93 2.58 -0.080
C 4.11 -1.58 2.32 -0.063
H 0.86 -3.61 -3.94 0.069
H 0.25 -4.43 -2.52 0.055
H 1.69 -3.42 -2.40 0.047
H -1.17 -2.42 -2.99 0.015
H 0.25 -1.40 -3.02 0.048
H -2.70 -2.98 -0.40 0.058
H -1.95 -2.78 1.18 0.025
H -1.18 -4.96 -0.85 0.054
H -2.12 -5.22 0.62 0.068
H -0.42 -4.73 0.73 0.064
H 1.82 -3.24 -0.13 0.070
H -0.71 -0.91 2.11 0.016
H -0.60 0.65 2.92 0.057
H 1.13 -1.84 3.46 0.065
H -0.09 -1.19 4.54 0.074
H 1.39 -0.29 4.27 0.057
H 1.81 2.72 1.75 0.064
H 3.07 2.04 0.75 0.069
H 2.81 1.56 3.79 0.062
H 3.88 2.73 3.04 0.074
H 4.15 1.01 2.76 0.049
H 4.00 -2.27 -0.99 0.112
H 6.36 -2.88 -0.52 0.104
H 7.27 -2.66 1.76 0.101
H 5.81 -1.83 3.59 0.105
H 3.48 -1.22 3.12 0.092
Br -6.13 3.03 -4.96 0.717
C -4.98 1.89 -3.99 -0.751
C -4.96 0.52 -4.24 -0.749
Br -6.08 -0.23 -5.56 0.716
C -4.10 -0.31 -3.52 -0.633
Br -4.03 -2.17 -3.77 0.793
C -3.26 0.23 -2.55 -0.397
O -2.40 -0.49 -1.84 -0.378
C -3.30 1.60 -2.29 -0.407
O -2.50 2.03 -1.32 -0.272
C -4.15 2.43 -3.01 -0.647
Br -4.13 4.26 -2.57 0.782
C -3.89 1.96 1.57 -0.336
S -3.67 0.31 0.90 0.833
C -3.73 -0.65 2.42 -0.350
H -3.08 2.21 2.26 0.041
H -4.86 2.02 2.05 0.052
H -3.84 2.65 0.72 0.038
H -4.73 -0.58 2.83 0.048
H -3.00 -0.28 3.14 0.040
H -3.51 -1.69 2.17 0.022
```


Record 3
Computed, not measured: a molecular structure, C31H36HfN7O4S2Te in a non-equilibrium geometry, with ωB97M-V with the def2-TZVPD basis set.

## Properties
* total energy: -2999.580427 hartree
* total charge: +1
* E_LUMO: -2.82 eV
* largest force on an atom: 3.2 eV/Å
* gap between HOMO and LUMO: 0.233 Ha
* energy relative to the best compared isomer or geometry (same formula, charge and spin): 52.6 kcal/mol

The geometry in XYZ format:
```
82
Properties=species:S:1:pos:R:3:lowdin_charge:R:1
Hf 0.13 -0.23 0.63 1.456
O -3.10 0.32 3.50 0.072
C -2.09 0.46 2.82 -0.480
N -1.51 -0.52 2.02 -0.152
C -2.08 -1.79 2.15 -0.179
C -2.41 -2.23 0.73 -0.221
C -3.32 -3.23 0.42 0.005
C -3.55 -3.58 -0.89 -0.046
C -2.88 -2.92 -1.89 -0.050
C -2.11 -1.84 -1.52 -0.118
N -1.74 -1.61 -0.25 0.034
C -1.56 1.83 2.58 -0.250
C -2.11 2.96 3.18 0.070
C -1.67 4.28 2.73 0.009
C -0.57 4.34 1.87 -0.029
C -0.08 3.13 1.35 -0.121
N -0.57 1.93 1.74 0.000
H -1.44 -2.54 2.60 0.123
H -2.95 -1.83 2.79 0.129
H -3.83 -3.74 1.23 0.128
H -4.28 -4.33 -1.15 0.114
H -3.08 -3.21 -2.92 0.118
H -1.66 -1.24 -2.28 0.112
H -2.93 2.83 3.83 0.103
H -2.05 5.18 3.15 0.094
H 0.00 5.21 1.58 0.108
H 0.78 3.12 0.72 0.042
C 1.89 -1.54 -3.32 0.016
C 1.41 -1.82 -1.95 -0.308
O 0.90 -0.79 -1.36 -0.248
C 1.55 -3.07 -1.24 -0.075
C 1.93 -4.26 -1.96 -0.034
C 1.68 -5.49 -1.50 -0.088
C 1.04 -5.65 -0.23 -0.030
C 0.75 -4.58 0.56 0.007
C 0.98 -3.29 0.05 -0.327
O 0.61 -2.33 0.85 -0.280
H 2.43 -0.63 -3.40 0.076
H 1.03 -1.44 -4.01 0.108
H 2.53 -2.39 -3.76 0.107
H 2.55 -4.28 -2.88 0.120
H 1.95 -6.39 -1.96 0.091
H 1.08 -6.72 0.09 0.130
H 0.40 -4.66 1.55 0.117
Te 1.61 -0.37 3.24 0.864
C 3.56 -0.88 2.65 -1.016
C 3.99 -1.83 1.80 -0.263
C 5.42 -2.11 1.79 -0.177
C 6.09 -1.25 2.64 -0.401
S 4.95 -0.27 3.56 0.875
H 3.25 -2.34 1.05 0.120
H 5.94 -2.83 1.23 0.085
H 7.16 -1.25 2.76 0.065
C 0.20 2.10 -2.79 -0.012
N -1.04 2.68 -2.20 -0.059
C -1.58 3.74 -2.95 -0.148
C -2.71 4.39 -2.14 -0.119
C -3.62 3.38 -1.47 -0.152
N -2.86 2.33 -0.84 -0.064
C -3.67 1.46 -0.04 -0.002
C -1.61 1.98 -1.24 -0.435
O -0.97 1.07 -0.68 -0.150
H -0.09 1.44 -3.60 0.092
H 0.67 1.38 -2.04 0.012
H 0.83 2.89 -3.21 0.100
H -1.89 3.41 -3.92 0.123
H -0.79 4.52 -3.13 0.147
H -3.25 5.06 -2.72 0.096
H -2.31 5.02 -1.31 0.129
H -4.40 2.89 -2.12 0.143
H -4.30 3.87 -0.71 0.143
H -4.42 2.05 0.37 0.077
H -3.12 1.09 0.80 0.057
H -4.10 0.64 -0.67 0.127
N 3.23 2.32 2.10 0.079
C 3.59 1.74 0.93 -0.886
N 4.86 1.50 0.66 0.124
S 2.44 1.41 -0.30 0.691
H 3.85 2.01 2.87 0.060
H 2.31 2.15 2.44 -0.025
H 5.57 2.06 1.15 0.143
H 5.14 1.17 -0.24 0.102
```